No. 1
Here is a cluster of 3 separate species, C3H14NO2S in total at a distorted geometry from the Open Molecules 2025 dataset. Energies are from the ωB97M-V functional and the def2-TZVPD basis.

Atoms and positions in Å:
C 0.55125 0.57505 1.28051
C -0.76685 1.27862 1.41451
C -1.11453 2.27877 0.27909
S -1.49645 1.47201 -1.30960
N 0.57165 -0.43528 0.17083
H 1.34245 1.31051 1.15297
H 0.81683 0.00917 2.15932
H -0.80238 1.89216 2.31511
H -1.57864 0.57228 1.41612
H -0.21275 2.83566 0.03042
H -1.91795 2.91013 0.63943
H -2.72634 1.04056 -1.00044
H -0.03886 -0.09996 -0.58566
H 1.52531 -0.60639 -0.19416
H 0.17802 -1.33476 0.46223
H 3.32025 -1.74430 -1.75426
H 1.96194 -1.45120 -2.38960
O 2.41400 -1.49668 -1.53725
H -1.28779 -2.70082 -1.26987
H -0.22625 -3.60824 -0.57998
O -0.51291 -2.69727 -0.69973

The highest occupied orbital energy is -13.06 eV. The total energy comes out at -725.90181 Eh. For the orbital gap, the calculation gives 10.227 eV. The calculation puts the maximum force at 0.027 Eh/bohr. Its net charge is +1. Its spin multiplicity is 1.

=====

No. 2
Here is a cluster of 3 separate species, C3H14NO3 in total at a distorted geometry from the Open Molecules 2025 dataset. Energies are from the ωB97M-V functional and the def2-TZVPD basis.

Atoms and positions in Å:
C 0.26170 0.73226 0.65582
C -0.45768 1.66969 -0.41441
C -0.71925 0.83995 -1.70445
O -1.68340 2.02097 0.26546
N -0.90939 -0.16740 1.23728
H 1.09325 0.33036 -0.08069
H 0.69295 1.15597 1.63000
H -0.04289 2.75324 -0.41046
H -1.82823 1.01354 -2.01885
H -0.44164 -0.20824 -1.66625
H -0.31793 1.31805 -2.61912
H -2.27424 2.47979 -0.31651
H -1.45643 0.54883 1.88560
H -0.61399 -0.95236 1.71273
H -1.45574 -0.29027 0.43536
H 1.01667 -2.96066 2.37403
H 1.66553 -1.64514 2.53425
O 0.84669 -1.98272 2.31605
H 1.69652 -2.08994 -2.47310
H 2.87230 -2.51569 -1.76359
O 2.05520 -2.05019 -1.57916

The highest occupied orbital energy is -14.65 eV. The total energy comes out at -402.87607 Eh. For the orbital gap, the calculation gives 11.802 eV. The calculation puts the maximum force at 0.113 Eh/bohr. Its net charge is +1. Its spin multiplicity is 1.

=====

No. 3
Here is a cluster of 3 separate species, C3H14NO3 in total at a distorted geometry from the Open Molecules 2025 dataset. Energies are from the ωB97M-V functional and the def2-TZVPD basis.

Atoms and positions in Å:
O -0.96773 -1.17763 1.77664
C 0.09720 -1.21813 0.85330
C -0.49458 -0.86015 -0.51643
N -0.34955 0.63483 -0.79023
C -0.65010 1.05724 -2.12785
H -1.28176 -2.03047 2.30614
H 0.99001 -0.56719 1.18466
H 0.54370 -2.24002 0.79108
H -1.59311 -1.03424 -0.42471
H -0.03054 -1.34166 -1.32830
H 0.52524 1.14062 -0.54874
H -1.16057 1.01972 -0.27757
H 0.03370 1.95594 -2.53397
H -1.67742 1.25732 -2.39788
H -0.35445 0.33446 -2.90074
H -0.76614 1.11917 2.09214
H -0.32444 2.64230 1.97649
O -0.47292 1.81500 1.46149
H 3.21962 -0.93164 -1.18900
H 2.57454 -0.57672 0.13253
O 2.44482 -0.52052 -0.81371

The highest occupied orbital energy is -14.76 eV. The total energy comes out at -402.89075 Eh. For the orbital gap, the calculation gives 12.006 eV. The calculation puts the maximum force at 0.108 Eh/bohr. Its net charge is +1. Its spin multiplicity is 1.

=====

No. 4
Here is a cluster of 4 separate species, C3H14NO3S in total at a distorted geometry from the Open Molecules 2025 dataset. Energies are from the ωB97M-V functional and the def2-TZVPD basis.

Atoms and positions in Å:
C -0.33775 -2.25386 0.51870
N 0.15515 -0.99187 -0.11516
C 0.44939 -1.11225 -1.55139
C -0.56610 -0.45157 -2.52822
S -2.23015 0.09214 -1.96864
H 0.23283 -2.34478 1.43464
H -0.05800 -2.97988 -0.23449
H -1.41585 -2.32053 0.64832
H -0.54664 -0.26640 -0.03639
H 1.35965 -0.51652 -1.68368
H 0.59381 -2.19398 -1.78106
H -0.89448 -1.05452 -3.39880
H -0.05988 0.36315 -3.05474
H -0.98911 1.70425 -0.19850
H -2.22647 1.38862 0.60018
O -1.44482 1.95586 0.61594
H 2.16704 1.07103 0.99326
H 2.27878 1.45061 2.44784
O 2.56558 0.77086 1.81929
H 0.66602 2.89283 1.91793
H -0.25093 2.13418 2.70163
O 0.55193 2.66262 2.85336

The highest occupied orbital energy is -3.01 eV. The total energy comes out at -801.37116 Eh. For the orbital gap, the calculation gives 6.502 eV. The calculation puts the maximum force at 0.039 Eh/bohr. Its net charge is -1. Its spin multiplicity is 1.

=====

No. 5
Here is a cluster of 4 separate species, C3H14NO4 in total at a distorted geometry from the Open Molecules 2025 dataset. Energies are from the ωB97M-V functional and the def2-TZVPD basis.

Atoms and positions in Å:
C 1.44583 -0.50998 1.34910
C 1.84204 0.81553 0.63221
C 0.76682 1.02814 -0.46555
O 0.82854 0.52949 -1.53168
N 1.20768 -1.72480 0.29499
H 0.58099 -0.45588 2.04732
H 2.36255 -0.94130 2.07717
H 2.90395 1.02010 0.44117
H 1.83001 1.65050 1.41438
H -0.03356 1.43656 -0.02125
H 0.60092 -1.47406 -0.42054
H 0.82130 -2.52997 0.83483
H 2.08847 -1.99666 -0.09612
H -1.76523 -3.45048 0.83788
H -0.81479 -3.27444 2.00993
O -0.87336 -2.98961 1.05176
H -1.93841 0.41049 1.85325
H -2.07165 0.54118 0.41305
O -1.52357 0.09276 1.02412
H -3.56264 3.82480 -4.69337
H -2.09947 4.40674 -4.57362
O -2.59642 3.59087 -4.47904

The highest occupied orbital energy is -13.27 eV. The total energy comes out at -478.10681 Eh. For the orbital gap, the calculation gives 10.190 eV. The calculation puts the maximum force at 0.088 Eh/bohr. Its net charge is +1. Its spin multiplicity is 1.

=====

No. 6
Here is a structure of composition C3H14NOTc at a distorted geometry from the Open Molecules 2025 dataset. Energies are from the ωB97M-V functional and the def2-TZVPD basis.

Atoms and positions in Å:
C -0.87815 1.07087 -2.82294
Tc -0.52335 -0.04703 -0.92280
N 0.78354 -1.58270 -1.66746
H -0.95842 1.31748 -0.19509
H -0.04651 1.24724 -2.01646
H -1.44617 2.00344 -2.93889
H -1.61806 0.26186 -2.66040
H -0.34772 0.84047 -3.76020
H 0.63651 -2.51850 -1.26161
H 1.77341 -1.38164 -1.49996
H 0.73162 -1.75395 -2.68048
C -0.08030 0.36196 3.31753
C 0.71813 0.16556 2.04482
O -0.11283 -0.51167 0.98950
H -1.07801 0.78530 3.12969
H 0.45347 1.05844 3.97406
H -0.17730 -0.59988 3.83760
H 1.05197 1.10243 1.60379
H 1.59524 -0.48205 2.19250
H -0.47708 -1.33764 1.33681

The highest occupied orbital energy (spin up / spin down) is -12.65 / -11.48 eV. The total energy comes out at -333.12011 Eh. Its expectation value of S² is 3.77. For the orbital gap (spin up / spin down), the calculation gives 9.370 / 7.791 eV. The calculation puts the maximum force at 0.044 Eh/bohr. Its net charge is +1. Its spin multiplicity is 4.

=====

No. 7
Here is a cluster of 4 separate species, C3H14O3S in total at a distorted geometry from the Open Molecules 2025 dataset. Energies are from the ωB97M-V functional and the def2-TZVPD basis.

Atoms and positions in Å:
C -1.54174 -0.06597 -1.89314
C -0.41873 0.00000 -0.87614
S -0.71710 1.50421 0.20505
C 0.16971 0.93994 1.74997
H -1.34164 -0.81222 -2.67565
H -1.51543 0.85137 -2.48806
H -2.54284 -0.25390 -1.51907
H 0.46245 0.42443 -1.35472
H -0.11711 -0.90331 -0.36290
H -0.49203 1.07312 2.60115
H 0.43483 -0.09172 1.60930
H 0.97759 1.65375 1.86849
H -2.35508 -0.46133 0.81614
H -3.25836 -0.87403 1.93359
O -3.25339 -0.75843 0.97934
H 2.42653 -2.33166 0.31812
H 1.67597 -1.81689 -0.89755
O 2.20908 -1.52271 -0.17762
H 3.76995 1.50569 0.16164
H 2.58998 0.50543 0.02093
O 2.83736 1.43423 -0.01885

The highest occupied orbital energy is -8.28 eV. The total energy comes out at -746.57230 Eh. For the orbital gap, the calculation gives 8.549 eV. The SMILES is CCSC.O.O.O. The calculation puts the maximum force at 0.041 Eh/bohr. Its net charge is 0. Its spin multiplicity is 1.

=====

No. 8
Here is a cluster of 4 separate species, C3H14O3S2 in total at a distorted geometry from the Open Molecules 2025 dataset. Energies are from the ωB97M-V functional and the def2-TZVPD basis.

Atoms and positions in Å:
C -0.80212 -2.29879 0.59657
C 0.02248 -1.19594 0.01019
S -0.50159 0.54603 0.25917
S 0.68704 1.08221 1.86326
C -0.22197 0.27480 3.20545
H -0.59180 -3.28476 0.17186
H -1.87484 -2.15754 0.44667
H -0.65734 -2.46234 1.66211
H 1.06903 -1.24741 0.27836
H 0.12382 -1.26337 -1.07931
H 0.21518 0.37674 4.20751
H -1.20342 0.66372 3.19272
H -0.12904 -0.81048 3.11881
H 1.13508 -0.36181 -4.11810
H 0.15703 -1.49822 -3.97197
O 0.23195 -0.54639 -3.83516
H 4.18218 1.27543 -3.41198
H 3.04223 1.19932 -4.39342
O 3.96955 1.44903 -4.33504
H -3.30785 -1.00816 2.03574
H -3.48353 0.29512 1.22173
O -3.73311 -0.63196 1.26170

The highest occupied orbital energy is -8.81 eV. The total energy comes out at -1144.76858 Eh. For the orbital gap, the calculation gives 9.055 eV. The SMILES is CCSSC.O.O.O. The calculation puts the maximum force at 0.034 Eh/bohr. Its net charge is 0. Its spin multiplicity is 1.

=====

No. 9
Here is a cluster of 4 separate species, C3H14O4 in total at a distorted geometry from the Open Molecules 2025 dataset. Energies are from the ωB97M-V functional and the def2-TZVPD basis.

Atoms and positions in Å:
C 1.10009 -0.34117 -0.53335
C 1.97143 -0.64532 0.69129
C 2.55390 0.61098 1.32804
O 3.13864 -1.41147 0.31449
H 1.49566 -0.93225 -1.36407
H 1.15191 0.68664 -0.90411
H 0.04646 -0.62040 -0.47387
H 1.39351 -1.27541 1.38020
H 3.16177 0.29106 2.18258
H 1.77552 1.29731 1.63451
H 3.29549 0.98148 0.62583
H 2.85567 -2.10995 -0.28458
H -2.89892 -0.69193 0.84452
H -3.07998 -1.67324 -0.28434
O -3.38048 -0.79919 0.00854
H -2.93792 -0.43344 -1.89620
H -2.15994 0.64924 -2.60859
O -2.29287 -0.30257 -2.60761
H -2.21154 1.98039 -0.06208
H -2.59464 2.82340 1.12614
O -2.38376 1.91584 0.88267

The highest occupied orbital energy is -10.24 eV. The total energy comes out at -423.63438 Eh. For the orbital gap, the calculation gives 10.597 eV. The SMILES is CC(C)O.O.O.O. The calculation puts the maximum force at 0.029 Eh/bohr. Its net charge is 0. Its spin multiplicity is 1.

=====

No. 10
Here is a cluster of 5 separate species, C3H14O5 in total at a distorted geometry from the Open Molecules 2025 dataset. Energies are from the ωB97M-V functional and the def2-TZVPD basis.

Atoms and positions in Å:
C 2.00494 -0.16366 -1.91853
C 2.86586 0.11517 -0.71592
C 3.25296 -0.79990 0.20204
O 3.86863 -0.49922 1.38715
H 2.19562 0.54759 -2.78282
H 2.25982 -1.25439 -2.19854
H 0.90472 -0.28856 -1.69846
H 3.06264 1.12334 -0.50556
H 3.05793 -1.90189 0.21025
H 3.88639 0.51156 1.52870
H -3.63922 1.81873 0.31895
H -2.51134 2.29964 1.38227
O -2.72836 1.64381 0.70455
H -1.83173 0.52646 -1.94935
H -2.90821 -0.11157 -1.03581
O -2.69432 0.10907 -1.91941
H -3.05139 -0.57543 0.97757
H -2.23456 -1.55656 0.06515
O -3.06409 -1.14432 0.20740
H -1.56798 0.07074 2.30700
H -0.13107 -0.04822 2.59639
O -0.99723 -0.42238 2.83697

The highest occupied orbital energy is -8.82 eV. The total energy comes out at -498.83443 Eh. For the orbital gap, the calculation gives 8.893 eV. The SMILES is C/C=C/O.O.O.O.O. The calculation puts the maximum force at 0.058 Eh/bohr. Its net charge is 0. Its spin multiplicity is 1.